{
  "formula": "C10H14NO",
  "method": "ωB97M-V/def2-TZVPD",
  "e_homo_ev": -14.696,
  "max_force_ev_per_a": 3.713,
  "charge": 1,
  "smiles": "OC1([n+]2ccccc2)CCCC1",
  "symbols": ["O", "C", "N", "C", "C", "C", "C", "C", "C", "C", "C", "C", "H", "H", "H", "H", "H", "H", "H", "H", "H", "H", "H", "H", "H", "H"],
  "xyz": [[-2.189, 0.031, -0.268], [-0.921, -0.018, 0.296], [0.068, 0.034, -0.841], [1.381, 0.236, -0.663], [2.272, 0.082, -1.685], [1.701, -0.095, -2.996], [0.338, -0.112, -3.220], [-0.461, -0.096, -2.065], [-0.810, 1.121, 1.302], [-0.228, 0.603, 2.577], [-0.150, -0.927, 2.485], [-0.798, -1.302, 1.101], [-2.400, 0.860, -0.643], [1.819, 0.532, 0.326], [3.281, 0.181, -1.443], [2.366, -0.052, -3.879], [-0.028, -0.299, -4.180], [-1.546, -0.078, -2.071], [-1.796, 1.630, 1.429], [-0.214, 1.901, 0.939], [-0.885, 1.031, 3.330], [0.709, 0.941, 2.766], [0.882, -1.246, 2.295], [-0.465, -1.352, 3.357], [-0.121, -1.921, 0.631], [-1.804, -1.687, 1.122]],
  "atomic_forces_ev_per_a": [[-0.318, -2.277, 0.369], [-1.278, 1.039, 0.933], [-0.585, 0.589, -0.563], [1.430, -0.134, 1.396], [-2.907, -0.015, -1.856], [1.808, 0.793, 0.040], [0.850, -0.517, 2.983], [0.264, 0.269, -1.199], [-0.359, 0.659, -0.556], [-2.576, -0.866, 0.291], [0.863, 1.286, -3.374], [-0.759, 1.274, 1.602], [-0.337, 1.785, -0.262], [-1.139, -0.584, -0.691], [1.507, 0.131, -0.209], [-0.326, -0.400, 0.696], [-0.831, 0.133, -1.225], [0.481, -0.565, -0.367], [0.533, -0.901, -0.022], [1.090, 1.281, -0.856], [0.188, -0.653, 0.673], [2.805, 1.422, 0.503], [0.084, 0.306, 0.727], [-1.232, -1.669, 1.929], [0.910, -1.866, -1.164], [-0.165, -0.521, 0.201]],
  "lowdin_charge": [0.02, -0.44, 0.05, -0.01, 0.03, 0.02, 0.02, 0.04, -0.10, -0.16, -0.10, -0.04, 0.10, 0.17, 0.11, 0.14, 0.11, 0.15, 0.15, 0.10, 0.13, 0.08, 0.11, 0.08, 0.09, 0.14]
}

{
  "formula": "C10H14NO2",
  "method": "ωB97M-V/def2-TZVPD",
  "e_homo_ev": -12.523,
  "max_force_ev_per_a": 4.535,
  "charge": 1,
  "symbols": ["C", "C", "C", "C", "C", "C", "C", "C", "C", "C", "N", "O", "O", "H", "H", "H", "H", "H", "H", "H", "H", "H", "H", "H", "H", "H", "H"],
  "xyz": [[1.414, 1.582, -1.501], [0.186, 1.324, -2.053], [2.074, 0.605, -0.682], [-0.588, 0.111, -1.780], [0.347, 0.825, 2.686], [0.113, 2.276, 2.475], [1.543, 0.082, 0.466], [-0.960, -0.507, -0.684], [0.312, 0.696, 1.221], [-1.303, -2.572, -1.849], [-0.986, 0.138, 0.606], [0.294, 2.086, 0.999], [-1.368, -1.835, -0.632], [2.046, 2.231, -2.051], [-0.356, 1.920, -2.803], [2.930, 0.150, -1.101], [-0.704, -0.280, -2.721], [1.297, 0.436, 3.149], [-0.351, 0.226, 3.336], [-0.889, 2.556, 2.648], [0.815, 2.926, 2.943], [2.118, -0.582, 1.012], [-1.647, -3.607, -1.540], [-0.237, -2.684, -2.104], [-1.862, -1.994, -2.608], [-1.585, 0.953, 0.511], [-1.271, -0.697, 1.148]],
  "atomic_forces_ev_per_a": [[-2.024, -0.955, -2.145], [0.185, 0.986, 1.571], [-2.178, -0.964, 2.541], [0.911, 1.550, 0.763], [0.199, -3.045, 3.006], [0.507, 0.087, -0.786], [-0.718, 2.163, -1.426], [0.464, -1.797, -1.925], [2.681, -0.327, -3.642], [0.391, -0.829, 0.558], [0.485, -1.719, 0.395], [-0.583, 0.313, 1.519], [-0.054, 2.192, 1.602], [0.400, 1.144, -0.093], [1.083, 0.156, 0.178], [1.192, -0.215, -0.042], [-0.723, -1.838, -1.812], [-0.445, 1.056, -0.839], [-0.051, 0.776, -0.955], [-1.100, 0.649, 0.374], [0.464, 0.721, -0.068], [0.852, -1.599, 0.977], [-0.119, 1.442, -0.882], [-0.320, 0.214, -0.332], [0.064, -1.063, 0.129], [-0.788, -0.109, 0.665], [-0.778, 1.011, 0.671]],
  "lowdin_charge": [-0.06, -0.03, -0.04, -0.03, -0.08, -0.06, 0.05, -0.27, -0.41, -0.04, 0.24, -0.02, -0.09, 0.11, 0.13, 0.11, 0.09, 0.15, 0.15, 0.12, 0.13, 0.09, 0.13, 0.11, 0.11, 0.20, 0.21]
}

{
  "formula": "C10H14NO3",
  "method": "ωB97M-V/def2-TZVPD",
  "e_homo_ev": -13.069,
  "max_force_ev_per_a": 4.375,
  "charge": 1,
  "symbols": ["C", "C", "C", "C", "C", "C", "C", "C", "C", "C", "N", "O", "O", "O", "H", "H", "H", "H", "H", "H", "H", "H", "H", "H", "H", "H", "H", "H"],
  "xyz": [[-2.258, -2.333, 0.277], [-1.003, -2.840, 0.146], [-2.363, -0.922, 0.339], [0.112, -2.075, 0.056], [-1.163, -0.122, 0.330], [0.112, -0.670, 0.169], [-1.487, 1.414, 0.547], [1.508, -0.244, 0.241], [1.358, 0.770, -1.858], [3.490, 0.271, 1.375], [-2.878, 1.813, 0.357], [-0.694, 2.135, -0.400], [2.134, 0.269, -0.810], [2.186, -0.376, 1.293], [-3.099, -2.953, 0.500], [-1.103, -3.964, -0.013], [-3.359, -0.384, 0.407], [1.106, -2.515, -0.047], [-0.991, 1.727, 1.585], [1.937, 1.701, -2.209], [0.431, 1.251, -1.484], [1.099, 0.110, -2.711], [3.726, -0.083, 2.462], [3.401, 1.461, 1.268], [4.166, -0.264, 0.597], [-3.529, 1.444, 1.050], [-3.147, 1.731, -0.670], [-1.204, 3.005, -0.411]],
  "atomic_forces_ev_per_a": [[-0.412, 3.308, 0.863], [-1.085, -3.548, -0.944], [0.831, -0.016, -0.012], [1.943, 0.260, -0.073], [-2.500, 1.662, 0.115], [-1.437, -2.284, 0.615], [1.709, -0.407, 1.106], [0.266, 2.428, -2.304], [-1.132, 3.423, -2.477], [1.613, -0.102, 1.168], [1.087, 0.175, -0.856], [-2.018, 1.777, 0.359], [-0.245, -1.679, 2.844], [-0.771, 0.215, -0.115], [-0.466, -0.338, -0.409], [1.378, 1.448, 0.433], [1.586, -1.080, -0.025], [-0.425, -0.420, -0.082], [-1.886, -0.717, -1.577], [-0.590, -1.721, 0.118], [0.699, -0.848, -0.246], [0.771, -0.096, 0.826], [0.257, 1.184, -2.146], [0.168, -2.953, 0.114], [-0.964, 1.378, 1.448], [0.173, 0.309, -0.623], [0.168, -0.212, 2.124], [1.283, -1.147, -0.244]],
  "lowdin_charge": [-0.04, -0.08, 0.02, -0.01, -0.06, -0.09, -0.39, -0.27, -0.03, 0.03, 0.04, -0.09, 0.04, 0.06, 0.11, 0.15, 0.12, 0.14, 0.19, 0.14, 0.07, 0.13, 0.14, 0.16, 0.14, 0.09, 0.14, 0.14]
}

{
  "formula": "C10H14NOPS",
  "method": "ωB97M-V/def2-TZVPD",
  "e_homo_ev": [-8.094, -8.093],
  "max_force_ev_per_a": 5.550,
  "smiles": "C=CCCPc1ccccc1.O=NS",
  "symbols": ["C", "C", "C", "C", "P", "C", "C", "C", "C", "C", "C", "H", "H", "H", "H", "H", "H", "H", "H", "H", "H", "H", "H", "H", "O", "N", "S", "H"],
  "xyz": [[-1.881, -1.873, -1.269], [-1.837, -2.235, -0.024], [-0.837, -1.941, 1.011], [-0.816, -0.586, 1.612], [-0.676, 0.754, 0.360], [1.139, 0.942, -0.005], [1.610, 0.732, -1.318], [2.875, 0.913, -1.689], [3.799, 1.228, -0.694], [3.395, 1.348, 0.653], [2.062, 1.321, 0.981], [-1.156, -1.092, -1.498], [-2.584, -2.228, -2.057], [-2.775, -2.827, 0.150], [-0.964, -2.763, 1.714], [0.136, -1.971, 0.413], [0.054, -0.357, 2.332], [-1.688, -0.310, 2.047], [-0.913, 1.920, 1.305], [0.763, 0.515, -2.106], [3.408, 0.840, -2.651], [4.843, 1.244, -1.146], [4.089, 1.636, 1.476], [1.708, 1.477, 2.079], [-3.349, 1.340, 1.218], [-3.104, 0.692, 0.197], [-3.822, 1.237, -1.264], [-3.479, 0.042, -1.827]],
  "atomic_forces_ev_per_a": [[0.875, 1.321, -2.144], [-3.677, -1.595, 0.189], [1.859, -0.718, -1.432], [3.417, 1.406, 0.104], [0.805, 1.881, -0.074], [0.146, 0.064, 0.461], [-5.400, -0.451, -1.198], [3.551, 0.500, -0.020], [1.096, -0.539, -0.054], [1.766, 1.272, 0.038], [-1.393, -0.763, 1.355], [0.158, -0.287, -1.019], [0.473, 0.411, 0.994], [1.186, -0.038, 1.006], [0.775, 0.184, 0.371], [-0.767, -0.712, 1.165], [-1.333, -0.951, -0.811], [-2.775, 0.568, 1.844], [0.571, -1.389, -1.058], [1.836, 0.246, 1.479], [-1.430, -0.219, 0.053], [-1.077, 0.341, 1.626], [-0.232, -0.410, -0.941], [0.748, -0.191, -2.129], [0.167, -0.727, -2.000], [-1.059, 0.475, 2.770], [-0.177, -0.318, -0.602], [-0.110, 0.640, 0.030]],
  "lowdin_charge": [-0.08, -0.25, -0.27, -0.39, 0.98, -0.42, -0.15, -0.13, -0.09, -0.10, -0.13, 0.02, 0.08, 0.12, 0.11, 0.14, 0.11, 0.01, 0.03, 0.13, 0.11, 0.12, 0.11, 0.13, -0.18, -0.62, 0.76, -0.15]
}

{
  "formula": "C10H14NS",
  "method": "ωB97M-V/def2-TZVPD",
  "e_homo_ev": [-12.619, -12.373],
  "max_force_ev_per_a": 4.647,
  "charge": 1,
  "symbols": ["C", "C", "C", "C", "C", "C", "C", "C", "C", "C", "N", "S", "H", "H", "H", "H", "H", "H", "H", "H", "H", "H", "H", "H", "H", "H"],
  "xyz": [[-4.939, 0.793, -0.259], [-3.699, 1.672, 0.181], [-4.627, -0.519, -0.126], [-2.670, 0.809, 0.311], [2.378, 1.330, -0.100], [1.410, 1.558, 1.015], [2.010, -1.271, -0.482], [0.705, -1.813, 0.096], [1.603, 0.179, -0.734], [0.565, 0.473, 0.290], [0.198, -0.747, 1.090], [-2.947, -0.890, 0.159], [-5.828, 1.365, -0.156], [-3.715, 2.740, 0.309], [-5.171, -1.446, -0.269], [2.497, 2.250, -0.719], [3.321, 0.880, 0.188], [1.661, 1.366, 2.086], [1.085, 2.551, 1.079], [2.776, -1.473, 0.242], [2.428, -1.874, -1.361], [-0.136, -1.728, -0.671], [0.593, -2.900, 0.449], [1.471, 0.300, -1.750], [-0.937, -0.841, 1.044], [0.626, -0.732, 2.042]],
  "atomic_forces_ev_per_a": [[3.498, 1.395, 2.721], [-0.839, -2.996, -1.251], [-0.583, -0.761, -0.785], [0.006, 0.750, 0.130], [2.428, 0.380, -0.756], [-1.036, -1.491, 0.889], [0.018, -1.646, -0.455], [-2.218, -1.872, -0.874], [0.566, -0.285, 1.054], [-0.464, 1.177, 2.212], [-1.988, -0.544, -1.667], [-0.315, 1.507, -0.196], [-1.124, -0.442, -0.703], [0.023, 0.044, -0.073], [-0.584, 0.516, -0.039], [0.124, -0.986, 0.264], [0.507, 0.703, 0.214], [0.165, -0.531, -0.773], [-1.059, 1.386, -0.326], [0.598, 0.630, 0.743], [-1.191, 1.010, 0.844], [1.262, -0.206, 0.596], [0.661, 1.803, 0.018], [-1.004, 0.394, -2.153], [3.239, 0.255, 1.127], [-0.688, -0.191, -0.761]],
  "lowdin_charge": [-0.10, -0.13, -0.41, -0.33, -0.12, -0.08, -0.11, -0.12, -0.24, -0.09, 0.07, 0.93, 0.10, 0.09, 0.07, 0.15, 0.12, 0.13, 0.10, 0.11, 0.16, 0.13, 0.16, 0.13, 0.09, 0.19]
}

{
  "formula": "C10H14NSe",
  "method": "ωB97M-V/def2-TZVPD",
  "e_homo_ev": -11.601,
  "max_force_ev_per_a": 7.464,
  "charge": 1,
  "symbols": ["C", "C", "C", "C", "C", "C", "C", "C", "C", "C", "N", "Se", "H", "H", "H", "H", "H", "H", "H", "H", "H", "H", "H", "H", "H", "H"],
  "xyz": [[-0.031, -2.275, 1.647], [-0.239, -1.079, 2.464], [0.189, -1.036, -0.537], [0.260, -2.236, 0.290], [-0.066, 0.182, -0.101], [-0.308, 0.114, 1.950], [0.270, 2.485, 0.606], [0.596, -3.402, -0.496], [-1.549, 1.764, -0.833], [0.785, 1.798, -1.733], [-0.136, 1.541, -0.491], [-0.503, 1.957, 2.376], [-0.065, -3.211, 2.176], [-0.146, -1.148, 3.546], [0.578, -1.205, -1.552], [1.376, 2.361, 0.857], [-0.169, 3.423, 0.406], [1.649, -3.259, -0.809], [0.512, -4.291, 0.277], [-0.121, -3.443, -1.481], [-2.171, 1.803, 0.065], [-1.649, 2.656, -1.430], [-2.014, 0.894, -1.371], [1.123, 0.784, -2.195], [0.202, 2.453, -2.373], [1.626, 2.371, -1.259]],
  "atomic_forces_ev_per_a": [[0.392, 0.990, -1.705], [0.627, -1.151, 0.384], [1.270, 0.728, -0.788], [-1.746, 1.493, 2.263], [-0.326, -1.593, 7.284], [0.352, 2.507, -5.664], [1.281, -2.123, 2.174], [-0.875, -2.552, -0.533], [-2.303, -0.757, -0.609], [0.815, -0.633, 1.015], [0.498, -0.512, -1.461], [-0.188, -0.678, -0.367], [0.200, -0.252, -0.077], [-0.391, -0.286, -0.021], [-0.474, 0.109, 0.077], [-1.450, 0.652, -1.152], [0.271, 1.287, -0.441], [-0.466, -0.577, -0.160], [0.199, 1.199, -2.347], [1.835, -0.441, 2.508], [0.450, 0.334, 0.133], [-0.081, 0.358, -0.013], [1.047, 0.803, 0.130], [-0.766, 2.122, 0.792], [0.300, -0.246, -0.350], [-0.470, -0.779, -1.071]],
  "lowdin_charge": [0.00, -0.15, -0.03, -0.32, -0.09, -0.36, -0.36, -0.08, -0.02, 0.09, -0.36, 1.06, 0.11, 0.12, 0.12, 0.12, 0.08, 0.10, 0.13, 0.15, 0.10, 0.11, 0.14, 0.14, 0.10, 0.11]
}

{
  "formula": "C10H14O2",
  "method": "ωB97M-V/def2-TZVPD",
  "e_homo_ev": -8.567,
  "max_force_ev_per_a": 7.119,
  "symbols": ["C", "C", "C", "C", "C", "C", "C", "C", "C", "C", "O", "O", "H", "H", "H", "H", "H", "H", "H", "H", "H", "H", "H", "H", "H", "H"],
  "xyz": [[-1.555, 1.282, -1.239], [0.954, -1.651, -0.683], [0.622, -1.400, 0.806], [-0.489, -0.423, 1.013], [-0.043, -0.920, -1.620], [-1.023, -0.108, -0.959], [0.799, 0.078, 1.416], [-2.570, 1.284, -2.364], [0.915, 0.118, 2.925], [1.786, 0.945, 0.674], [-1.228, 2.240, -0.593], [-1.392, -1.337, -1.428], [2.013, -1.515, -0.989], [0.860, -2.704, -0.897], [0.717, -2.340, 1.353], [-1.257, -0.670, 1.603], [0.244, -0.749, -2.575], [-3.385, 0.901, -1.849], [-2.144, 0.744, -3.157], [-2.743, 2.319, -2.767], [0.415, 1.046, 3.382], [1.915, 0.218, 3.283], [0.512, -0.848, 3.375], [2.426, 0.339, 0.033], [2.482, 1.620, 1.271], [1.172, 1.530, -0.017]],
  "atomic_forces_ev_per_a": [[-0.312, -0.558, -0.791], [0.136, 0.400, -0.323], [0.122, 0.619, -0.896], [0.959, 0.666, -7.023], [1.037, -1.055, 3.601], [1.404, 0.922, 5.555], [1.767, -1.764, 1.346], [1.892, 3.145, 0.176], [-1.306, 0.029, 1.300], [-0.133, 1.070, -0.751], [0.249, -0.143, 0.103], [-1.088, -0.329, -0.887], [-0.471, 0.649, 0.276], [-0.415, -0.577, 0.077], [-0.148, 0.623, 0.547], [-2.858, -0.259, 2.263], [0.714, 0.499, -3.007], [-2.084, -1.087, 0.049], [-0.125, -1.378, -1.015], [-0.047, -0.874, 0.785], [0.200, -1.422, -0.753], [1.028, -0.172, -0.033], [0.230, 1.426, -0.365], [0.130, -0.043, 0.137], [-1.308, -0.906, -0.418], [0.429, 0.520, 0.049]],
  "lowdin_charge": [-0.38, -0.09, -0.15, 0.00, -0.18, -0.18, -0.44, 0.02, -0.05, -0.02, 0.11, 0.06, 0.11, 0.10, 0.13, 0.08, 0.12, 0.07, 0.07, 0.11, 0.11, 0.05, 0.10, 0.06, 0.11, 0.07]
}

{
  "formula": "C10H14O3S2",
  "method": "ωB97M-V/def2-TZVPD",
  "e_homo_ev": -9.470,
  "max_force_ev_per_a": 4.517,
  "symbols": ["C", "C", "C", "C", "C", "C", "C", "C", "C", "C", "O", "O", "O", "S", "S", "H", "H", "H", "H", "H", "H", "H", "H", "H", "H", "H", "H", "H", "H"],
  "xyz": [[-1.032, -0.615, -2.249], [-1.020, -1.383, -1.328], [1.191, 0.003, 1.709], [0.283, -0.942, 1.844], [-1.250, 1.690, -3.510], [0.143, 2.128, 1.651], [-1.033, 0.122, -3.525], [-0.599, -2.056, -0.135], [0.996, 1.175, 0.820], [-1.020, -1.236, 1.065], [3.727, -0.066, 1.288], [0.391, -2.810, 4.088], [2.397, -1.666, 3.036], [2.823, 0.003, 2.453], [0.948, -2.540, 2.800], [-1.850, 1.809, -2.606], [-1.563, 2.079, -4.447], [-0.399, 2.172, -3.252], [0.697, 2.240, 2.571], [-0.893, 1.620, 1.829], [-0.035, 3.055, 1.316], [-1.766, -0.394, -4.208], [0.023, 0.001, -3.935], [-0.891, -3.083, 0.007], [0.612, -2.096, -0.013], [1.799, 1.760, 0.450], [0.459, 0.937, -0.158], [-1.706, -1.684, 1.807], [-1.432, -0.223, 0.632]],
  "atomic_forces_ev_per_a": [[-0.433, 0.580, -0.968], [0.777, -0.056, -0.521], [0.189, 0.439, -1.139], [-0.239, -1.977, 1.017], [-1.876, -3.285, 1.548], [-1.472, -3.962, 1.596], [1.210, 0.212, -1.381], [2.743, -0.792, 1.188], [-2.712, 0.902, -1.706], [0.577, 3.205, 1.132], [-0.767, 0.013, 1.311], [-0.873, 0.290, 0.982], [0.469, 0.423, -0.050], [-0.754, -3.026, -0.654], [1.959, 2.669, -1.987], [-0.910, 0.775, -0.672], [-0.896, 0.211, -0.511], [3.087, 1.286, 0.609], [-0.344, 0.098, 0.745], [1.847, 0.989, 0.128], [-0.471, 3.381, -1.831], [0.818, 0.627, 0.557], [-1.388, -0.338, 0.144], [-0.383, -0.436, -0.434], [-2.705, -0.027, -1.113], [1.641, -0.138, 0.151], [0.477, -0.234, 1.325], [-0.048, 0.108, -0.769], [0.477, -1.935, 1.305]],
  "lowdin_charge": [-0.04, -0.05, -0.44, -0.28, -0.08, -0.08, -0.23, -0.22, -0.25, -0.18, -0.43, -0.44, -0.64, 1.04, 0.95, 0.07, 0.06, 0.02, 0.08, 0.12, 0.03, 0.12, 0.13, 0.11, 0.17, 0.10, 0.13, 0.12, 0.14]
}